# 1
A 2-piece molecular cluster, C3H5NOS overall in a non-equilibrium geometry, computed with ωB97M-V/def2-TZVPD.

Structure (XYZ):
```
11
C3H5NOS ωB97M-V/def2-TZVPD
C 0.61493 0.16857 -2.81496
C 1.55106 0.72664 -1.93404
N 2.21122 0.90499 -0.98804
S 3.02486 1.07418 0.30211
H 0.95209 -0.66837 -3.44180
H 0.29648 0.80627 -3.70954
H -0.32398 -0.17770 -2.22884
C 0.85441 0.00841 2.20844
O -0.15475 -0.45677 1.88821
H 1.46549 0.75760 1.59407
H 1.39615 -0.42380 3.14872
```

Computed properties:
SMILES: CC#[N+][S-].C=O
spin multiplicity: 1
relative energy (zero: lowest compared OMol25 entry of this formula, charge and spin): 88.07 kcal/mol
lowest unoccupied orbital energy: 0.325 eV
max |F|: 5.160 eV Å⁻¹
calculated total energy: -645.371327 hartree



# 2
One molecule with the formula C3H5NOS in a non-equilibrium geometry, computed with ωB97M-V/def2-TZVPD.

Structure (XYZ):
```
11
C3H5NOS ωB97M-V/def2-TZVPD
C 0.70057 1.27716 0.04537
N -0.52316 1.31360 -0.07513
S -1.44499 -0.02893 -0.05349
C -0.21651 -1.27157 0.25203
O 1.07889 -1.06175 -0.35138
C 1.75012 0.10670 0.08075
H 1.11279 2.16624 0.41005
H -0.20362 -1.13937 1.29720
H -0.76447 -2.25792 -0.11048
H 2.41656 0.42774 -0.78171
H 2.18456 -0.10858 1.10883
```

Computed properties:
SMILES: C1=NSCOC1
spin multiplicity: 1
relative energy (zero: lowest compared OMol25 entry of this formula, charge and spin): 68.77 kcal/mol
lowest unoccupied orbital energy: 0.878 eV
max |F|: 4.118 eV Å⁻¹
calculated total energy: -645.402080 hartree



# 3
One molecule with the formula C3H5NOS in a non-equilibrium geometry, computed with ωB97M-V/def2-TZVPD.

Structure (XYZ):
```
11
C3H5NOS ωB97M-V/def2-TZVPD
C 0.17685 0.44351 0.80248
C 0.28034 -0.50734 1.70650
C -0.00464 0.03859 -0.64156
N 0.83578 0.16881 3.26013
O 0.23606 1.17292 3.49893
S 2.03986 -0.56007 3.94794
H 0.43564 1.47894 0.97753
H 0.09146 -1.57475 1.93759
H -0.43273 0.70789 -1.25911
H 0.98253 -0.42098 -1.09404
H -0.69543 -0.81881 -0.61689
```

Computed properties:
spin multiplicity: 3
relative energy (zero: lowest compared OMol25 entry of this formula, charge and spin): 61.89 kcal/mol
lowest unoccupied orbital energy (alpha / beta): 0.821 / -2.757 eV
max |F|: 6.539 eV Å⁻¹
calculated total energy: -645.244363 hartree



# 4
A 2-piece molecular cluster, C3H5NOSe overall in a non-equilibrium geometry, computed with ωB97M-V/def2-TZVPD.

Structure (XYZ):
```
11
C3H5NOSe ωB97M-V/def2-TZVPD
C -0.79349 0.81890 0.16870
C 0.49349 1.12266 -0.56303
C 0.43511 -1.24584 0.48402
N -0.61937 -0.40382 0.82419
O -1.81290 1.49213 0.08336
Se 1.88480 -0.02473 -0.01265
H 0.09200 0.43834 -2.36053
H 0.59830 2.07659 -0.88130
H 0.70268 -1.80086 1.27989
H 0.40028 -1.97313 -0.47324
H -1.38091 -0.50024 1.45060
```

Computed properties:
spin multiplicity: 1
relative energy (zero: lowest compared OMol25 entry of this formula, charge and spin): 75.71 kcal/mol
lowest unoccupied orbital energy (alpha / beta): -0.633 / -0.664 eV
max |F|: 4.781 eV Å⁻¹
calculated total energy: -2648.594442 hartree



# 5
One molecule with the formula C3H5NS in a non-equilibrium geometry, computed with ωB97M-V/def2-TZVPD.

Structure (XYZ):
```
10
C3H5NS ωB97M-V/def2-TZVPD
S -2.50151 -0.29769 0.02074
C -1.27338 0.92725 -0.10547
N 0.01125 0.59065 -0.50504
C 0.38721 -0.82461 -0.25771
C 1.21309 0.09210 0.38213
H -1.62844 2.07768 0.09963
H 0.86905 -1.56670 -1.09528
H -0.24783 -1.39411 0.38640
H 1.88760 0.36371 -0.40330
H 1.28296 0.03172 1.47791
```

Computed properties:
SMILES: S=CN1CC1
spin multiplicity: 1
relative energy (zero: lowest compared OMol25 entry of this formula, charge and spin): 75.42 kcal/mol
lowest unoccupied orbital energy: -0.223 eV
max |F|: 5.032 eV Å⁻¹
calculated total energy: -570.114362 hartree



# 6
One molecule with the formula C3H5NS in a non-equilibrium geometry, computed with ωB97M-V/def2-TZVPD.

Structure (XYZ):
```
10
C3H5NS ωB97M-V/def2-TZVPD
C 0.10365 1.45872 1.16676
C -0.33776 0.60919 0.22209
N 0.37030 -0.52881 -0.14797
C -0.01298 -1.30426 -1.16558
S 0.53237 -2.80102 -1.61163
H -0.57796 2.26200 1.42346
H 1.02990 1.26860 1.71724
H -1.24283 0.87470 -0.24259
H 1.03608 -0.99471 0.41099
H -0.90077 -0.84440 -1.77276
```

Computed properties:
SMILES: C=CNC=S
spin multiplicity: 1
relative energy (zero: lowest compared OMol25 entry of this formula, charge and spin): 12.99 kcal/mol
lowest unoccupied orbital energy: 0.426 eV
max |F|: 3.149 eV Å⁻¹
calculated total energy: -570.213841 hartree



# 7
One molecule with the formula C3H5NS in a non-equilibrium geometry, computed with ωB97M-V/def2-TZVPD.

Structure (XYZ):
```
10
C3H5NS ωB97M-V/def2-TZVPD
C 2.65892 0.71478 0.14818
C 1.27034 0.67751 0.00239
C 0.61143 -0.66207 -0.33924
N -0.61903 -0.96903 -0.44854
S -1.81826 0.07919 0.21424
H 3.22332 1.59082 0.10948
H 3.21785 -0.08700 0.40723
H 0.84556 1.57969 -0.22363
H 1.26706 -1.46344 -0.67462
H -2.37261 -0.48531 1.22557
```

Computed properties:
SMILES: C=C/C=N\S
spin multiplicity: 1
relative energy (zero: lowest compared OMol25 entry of this formula, charge and spin): 51.73 kcal/mol
lowest unoccupied orbital energy: 0.040 eV
max |F|: 5.546 eV Å⁻¹
calculated total energy: -570.152116 hartree



# 8
One molecule with the formula C3H5NS2 in a non-equilibrium geometry, computed with ωB97M-V/def2-TZVPD.

Structure (XYZ):
```
11
C3H5NS2 ωB97M-V/def2-TZVPD
N -1.88212 -0.45156 1.67831
C -1.15691 0.68284 1.57043
C -0.20275 1.09785 0.69054
C 0.49344 0.22721 -0.26418
S 2.11057 0.32623 -0.72790
S -0.52429 -0.94711 -1.14247
H -2.47602 -0.60608 2.51422
H -1.61839 -1.33376 1.24358
H -1.52459 1.45433 2.29340
H 0.33130 2.07187 0.86720
H -1.72054 -0.53873 -0.72134
```

Computed properties:
SMILES: N/C=C\C(=S)S
spin multiplicity: 1
relative energy (zero: lowest compared OMol25 entry of this formula, charge and spin): 25.32 kcal/mol
lowest unoccupied orbital energy: -0.317 eV
max |F|: 2.044 eV Å⁻¹
calculated total energy: -968.404734 hartree



# 9
One molecule with the formula C3H5NS2 in a non-equilibrium geometry, computed with ωB97M-V/def2-TZVPD.

Structure (XYZ):
```
11
C3H5NS2 ωB97M-V/def2-TZVPD
S 1.21771 -1.26762 1.71843
C 0.23882 -0.51085 0.54007
C -0.39730 -1.02530 -0.82948
C -1.27749 -0.03014 -1.41148
S -0.42739 1.56478 -1.03671
N -0.07401 0.87763 0.54780
H -0.82650 -1.97997 -0.76307
H 0.45407 -1.14372 -1.48066
H -2.31852 0.08415 -0.97413
H -1.38187 0.03791 -2.53110
H 0.56172 1.50140 1.21212
```

Computed properties:
SMILES: S=C1CCSN1
spin multiplicity: 1
relative energy (zero: lowest compared OMol25 entry of this formula, charge and spin): 30.03 kcal/mol
lowest unoccupied orbital energy: 0.076 eV
max |F|: 4.125 eV Å⁻¹
calculated total energy: -968.397234 hartree



# 10
One molecule with the formula C3H5NS2, computed with ωB97M-V/def2-TZVPD.

Structure (XYZ):
```
11
C3H5NS2 ωB97M-V/def2-TZVPD
C 0.70521 -1.55556 -0.25752
N -0.20079 -0.46771 0.02981
C 0.14967 0.81478 -0.00840
S 1.66640 1.36978 -0.39266
C -0.91878 1.79773 0.33516
S -2.45037 1.44785 0.71463
H 0.16100 -2.51860 -0.15430
H 1.07234 -1.50442 -1.28994
H 1.54680 -1.53125 0.45947
H -1.14632 -0.67422 0.30928
H -0.58517 2.82160 0.25447
```

Computed properties:
SMILES: CNC(=S)C=S
spin multiplicity: 1
relative energy (zero: lowest compared OMol25 entry of this formula, charge and spin): 16.78 kcal/mol
lowest unoccupied orbital energy: -1.483 eV
max |F|: 0.741 eV Å⁻¹
calculated total energy: -968.418350 hartree



# 11
One molecule with the formula C3H5NS2 in a non-equilibrium geometry, computed with ωB97M-V/def2-TZVPD.

Structure (XYZ):
```
11
C3H5NS2 ωB97M-V/def2-TZVPD
C -0.03304 -0.71159 0.63833
C -0.88029 -0.65384 -0.60970
C -0.81611 0.61785 -1.50495
N -0.26084 0.58043 -2.64004
S 0.08191 -0.83480 -3.32982
S -0.56058 -2.12505 -1.79685
H 0.00385 0.27630 1.03731
H 0.97039 -1.02087 0.37485
H -0.38924 -1.41342 1.39875
H -1.85626 -0.88045 -0.34693
H -1.22227 1.55770 -1.20573
```

Computed properties:
SMILES: C[C@H]1C=NSS1
spin multiplicity: 1
relative energy (zero: lowest compared OMol25 entry of this formula, charge and spin): 25.06 kcal/mol
lowest unoccupied orbital energy: 0.596 eV
max |F|: 2.220 eV Å⁻¹
calculated total energy: -968.405156 hartree



# 12
C3H5NS2 as an isolated structure in a non-equilibrium geometry, computed with ωB97M-V/def2-TZVPD.

Structure (XYZ):
```
11
C3H5NS2 ωB97M-V/def2-TZVPD
C 0.64063 1.41323 -1.36866
C 0.41123 1.02909 0.08465
C -0.11400 -0.28926 0.41327
H 1.17707 2.78227 -2.76861
H 1.42729 3.37758 -1.02368
H 0.72806 0.53044 -2.39008
H 0.71328 1.60613 0.94926
H -0.85916 -2.16963 1.98463
N 0.66754 2.82614 -1.51183
S 0.09721 -1.11075 1.96888
S -0.94011 -1.31600 -0.77789
```

Computed properties:
spin multiplicity: 1
relative energy (zero: lowest compared OMol25 entry of this formula, charge and spin): 117.15 kcal/mol
lowest unoccupied orbital energy: -0.994 eV
max |F|: 7.900 eV Å⁻¹
calculated total energy: -968.258392 hartree



# 13
C3H5NiO4 as an isolated structure in a non-equilibrium geometry, computed with ωB97M-V/def2-TZVPD.

Structure (XYZ):
```
13
C3H5NiO4 ωB97M-V/def2-TZVPD
C -0.78710 1.50930 0.51335
O 0.06789 0.56013 -0.09054
C 0.86969 0.99484 -1.24069
H -1.51510 1.88355 -0.22114
H -1.31421 1.00909 1.33147
H -0.20003 2.35023 0.91023
H 1.40631 1.91241 -0.92720
H 0.15688 1.23542 -2.05338
Ni 1.02808 -1.06835 -0.07834
O 1.67475 -0.05878 -1.50405
C -0.48802 -3.43852 1.11406
O -1.02970 -4.40001 1.41832
O 0.13056 -2.48929 0.82791
```

Computed properties:
spin multiplicity: 3
relative energy (zero: lowest compared OMol25 entry of this formula, charge and spin): 5.51 kcal/mol
total charge: +1
lowest unoccupied orbital energy (alpha / beta): -4.300 / -6.245 eV
max |F|: 1.849 eV Å⁻¹
calculated total energy: -1926.277432 hartree



# 14
A 2-piece molecular cluster, C3H5O2 overall, computed with ωB97M-V/def2-TZVPD.

Structure (XYZ):
```
10
C3H5O2 ωB97M-V/def2-TZVPD
O -1.80106 -0.43919 -0.72641
C -1.16347 -1.45097 -1.10049
O -0.36168 -2.15893 -0.45897
H -1.35037 -1.75330 -2.17119
C 0.76820 1.42621 0.26290
C 0.80224 0.50970 1.21985
H 0.07326 1.31662 -0.56123
H 1.38779 2.31684 0.33296
H 0.12478 -0.33565 1.16987
H 1.52032 0.56868 2.03271
```

Computed properties:
spin multiplicity: 1
relative energy (zero: lowest compared OMol25 entry of this formula, charge and spin): 24.08 kcal/mol
total charge: -1
lowest unoccupied orbital energy: 4.386 eV
max |F|: 0.356 eV Å⁻¹
calculated total energy: -267.810059 hartree



# 15
A 2-piece molecular cluster, C3H5O2 overall in a non-equilibrium geometry, computed with ωB97M-V/def2-TZVPD.

Structure (XYZ):
```
10
C3H5O2 ωB97M-V/def2-TZVPD
C -3.34049 -0.08290 0.08822
C 0.01265 -0.02419 -0.62368
C -0.53541 0.02883 0.73028
O -3.48992 0.31651 -0.99034
O -3.55313 -0.31462 1.21973
H -0.10905 -1.07193 -1.05902
H -0.71003 0.59967 -1.32387
H 1.14077 0.42710 -0.75655
H -0.55161 0.99472 1.35099
H -0.25035 -0.77745 1.30101
```

Computed properties:
spin multiplicity: 1
relative energy (zero: lowest compared OMol25 entry of this formula, charge and spin): 71.27 kcal/mol
total charge: -1
lowest unoccupied orbital energy (alpha / beta): 4.095 / 4.094 eV
max |F|: 2.912 eV Å⁻¹
calculated total energy: -267.734852 hartree



# 16
C3H5O2P as an isolated structure in a non-equilibrium geometry, computed with ωB97M-V/def2-TZVPD.

Structure (XYZ):
```
11
C3H5O2P ωB97M-V/def2-TZVPD
C 0.24423 -0.51782 -1.10165
C 0.20934 0.05394 0.05113
C 1.01361 1.30321 0.33818
O -0.91464 -1.97003 -0.80278
O -0.45809 -0.43884 1.09469
P -1.49097 -1.78052 0.63201
H 0.61622 -0.39794 -2.11935
H 0.44802 1.99145 0.96717
H 1.35140 1.67025 -0.54223
H 1.86176 1.18206 1.13938
H -2.88087 -1.09577 0.34344
```

Computed properties:
spin multiplicity: 1
relative energy (zero: lowest compared OMol25 entry of this formula, charge and spin): 62.29 kcal/mol
lowest unoccupied orbital energy: 0.223 eV
max |F|: 4.797 eV Å⁻¹
calculated total energy: -609.049238 hartree



# 17
One molecule with the formula C3H5O2P in a non-equilibrium geometry, computed with ωB97M-V/def2-TZVPD.

Structure (XYZ):
```
11
C3H5O2P ωB97M-V/def2-TZVPD
C 1.29902 -0.59027 -0.75098
C -0.65392 0.74033 0.33348
C 0.23798 -0.31885 -0.11171
O 1.97575 -1.73552 -0.88477
O 2.14822 -4.14052 -0.23736
P 2.03051 -2.82275 0.39837
H 1.74448 0.29191 -1.32590
H -1.74672 0.51700 0.39621
H -0.49173 1.47072 -0.51107
H -0.42829 1.31133 1.30823
H 0.44521 -2.45336 0.85381
```

Computed properties:
spin multiplicity: 1
relative energy (zero: lowest compared OMol25 entry of this formula, charge and spin): 97.32 kcal/mol
lowest unoccupied orbital energy (alpha / beta): -2.111 / -0.693 eV
max |F|: 3.875 eV Å⁻¹
calculated total energy: -608.993410 hartree



# 18
A 2-piece molecular cluster, C3H5O2S2 overall, computed with ωB97M-V/def2-TZVPD.

Structure (XYZ):
```
12
C3H5O2S2 ωB97M-V/def2-TZVPD
C 1.31673 0.08154 0.97458
C -1.57849 0.94475 0.15624
C 0.92884 0.20358 -0.52528
O 0.53633 -0.30046 1.82227
O 2.46470 0.54124 1.00777
S -0.15557 -2.80766 -1.75501
S -0.23304 1.32039 -1.01026
H -2.31281 1.74102 0.08750
H -1.15558 0.87256 1.15577
H -2.00339 -0.01097 -0.13248
H 1.75980 0.13161 -1.21009
H 0.43248 -2.71760 -0.57103
```

Computed properties:
spin multiplicity: 1
relative energy (zero: lowest compared OMol25 entry of this formula, charge and spin): 56.06 kcal/mol
total charge: -1
lowest unoccupied orbital energy (alpha / beta): 1.964 / 1.964 eV
max |F|: 0.959 eV Å⁻¹
calculated total energy: -1064.149427 hartree



# 19
C3H5O2Se as an isolated structure in a non-equilibrium geometry, computed with ωB97M-V/def2-TZVPD.

Structure (XYZ):
```
11
C3H5O2Se ωB97M-V/def2-TZVPD
C 2.20082 0.57015 -0.04157
C -1.78289 -0.96591 0.16465
C 0.60848 0.86875 -0.16178
O 2.45659 -0.63223 -0.01196
O 2.90199 1.55930 0.06129
Se 0.14653 -1.34075 -0.15677
H -2.52867 -1.75721 0.24266
H -1.73033 -0.30846 1.11912
H -2.28252 -0.32031 -0.61450
H 0.14935 1.18434 -1.18086
H -0.13936 1.14232 0.57972
```

Computed properties:
spin multiplicity: 1
relative energy (zero: lowest compared OMol25 entry of this formula, charge and spin): 25.35 kcal/mol
total charge: -1
lowest unoccupied orbital energy: 3.511 eV
max |F|: 4.593 eV Å⁻¹
calculated total energy: -2669.220515 hartree



# 20
A 3-piece molecular cluster, C3H5O2Se overall in a non-equilibrium geometry, computed with ωB97M-V/def2-TZVPD.

Structure (XYZ):
```
11
C3H5O2Se ωB97M-V/def2-TZVPD
C -0.27091 -0.14273 -2.36613
C -0.18786 0.71148 -0.23937
C -0.48079 -0.54794 0.17908
O -1.39796 -0.25896 -2.64993
O 0.85703 -0.01645 -2.56437
Se 1.49356 -0.26508 3.17052
H 0.76426 1.30200 0.03676
H -1.03316 1.29920 -0.56054
H -1.36678 -1.01569 -0.11217
H 0.40386 -1.12951 0.64414
H 1.21875 0.06368 4.46200
```

Computed properties:
spin multiplicity: 1
relative energy (zero: lowest compared OMol25 entry of this formula, charge and spin): 26.54 kcal/mol
total charge: -1
lowest unoccupied orbital energy: 3.110 eV
max |F|: 4.583 eV Å⁻¹
calculated total energy: -2669.218621 hartree